# 1
Entry from the OMol25 dataset: the ion C2H2NO2S with charge -1 at a distorted geometry (ωB97M-V/def2-TZVPD).

Last column: natural (NBO) charge in e.
Positions of all 8 atoms, in Å:
N: -2.815 -0.198 0.124  -0.49
C: -1.704 -0.064 -0.297  0.30
C: -0.370 0.292 -0.667  -0.99
S: 0.949 -0.305 0.129  2.08
O: 0.898 -1.657 0.585  -0.99
O: 2.175 0.167 -0.494  -1.00
H: -0.127 1.342 -0.787  0.24
H: 0.993 0.423 1.407  -0.15

Calculated values
net charge = -1
2S+1 = 1
ΔE to the lowest compared entry with this formula, charge and spin = 47.6 kcal per mole
HOMO-LUMO gap = 8.12 eV
E_HOMO = -4.17 eV
lowest unoccupied orbital energy = 3.950 eV
largest force on an atom = 3.78 eV Å⁻¹
structure (SMILES) = N#CC=[S@@H](=O)[O-]

=====

# 2
Entry from the OMol25 dataset: a structure of composition C17H24F6N3O5PPdS3 (ωB97M-V/def2-TZVPD).

Last column: natural (NBO) charge in e.
Positions of all 60 atoms, in Å:
Pd: -0.331 -0.503 0.074  0.58
F: 2.063 -1.826 -1.339  -0.33
C: 3.175 -1.513 -0.656  0.72
F: 4.143 -1.267 -1.530  -0.30
F: 3.527 -2.565 0.083  -0.31
S: 2.969 -0.012 0.401  2.25
O: 2.757 1.051 -0.528  -0.91
O: 4.110 -0.012 1.250  -0.89
N: 1.576 -0.412 1.179  -1.27
S: 1.273 0.268 2.627  2.26
O: 2.386 0.938 3.208  -0.89
O: -0.034 0.853 2.649  -0.92
C: 1.063 -1.233 3.673  0.71
F: -0.017 -1.940 3.309  -0.33
F: 2.128 -2.032 3.592  -0.31
F: 0.900 -0.853 4.935  -0.30
C: -4.728 3.603 -1.400  -0.62
C: -4.946 2.611 -0.267  -0.21
N: -4.337 1.297 -0.516  -0.39
C: -5.224 0.221 -0.951  -0.22
C: -5.421 0.167 -2.460  -0.62
C: -3.005 1.153 -0.391  0.39
S: -2.361 -0.398 -0.906  -0.17
N: -2.358 2.209 0.061  -0.67
C: -1.030 2.359 0.032  0.69
O: -0.161 1.509 -0.256  -0.67
C: -0.523 3.716 0.361  -0.08
C: -1.393 4.773 0.615  -0.19
C: -0.890 6.024 0.935  -0.23
C: 0.483 6.222 1.003  -0.19
C: 1.352 5.170 0.749  -0.20
C: 0.853 3.919 0.428  -0.18
H: -5.209 4.552 -1.158  0.22
H: -5.152 3.238 -2.336  0.20
H: -3.665 3.786 -1.547  0.23
H: -6.011 2.432 -0.121  0.20
H: -4.539 3.005 0.662  0.23
H: -6.182 0.376 -0.452  0.20
H: -4.820 -0.723 -0.589  0.22
H: -5.897 1.075 -2.829  0.21
H: -6.058 -0.679 -2.723  0.22
H: -4.464 0.047 -2.969  0.22
H: -2.458 4.600 0.567  0.22
H: -1.568 6.844 1.135  0.21
H: 0.875 7.198 1.257  0.21
H: 2.422 5.323 0.804  0.22
H: 1.520 3.090 0.218  0.25
C: 0.617 -3.816 0.843  -0.96
P: -0.685 -2.723 0.225  1.14
C: -1.020 -3.401 -1.425  -0.96
C: -2.150 -3.210 1.176  -0.96
H: 0.222 -4.833 0.877  0.24
H: 0.940 -3.524 1.837  0.26
H: 1.471 -3.791 0.176  0.26
H: -1.222 -4.472 -1.366  0.23
H: -0.157 -3.228 -2.067  0.26
H: -1.884 -2.898 -1.859  0.25
H: -2.270 -4.293 1.133  0.23
H: -3.028 -2.725 0.755  0.26
H: -2.042 -2.900 2.212  0.26

Calculated values
2S+1 = 1
ΔE to the lowest compared entry with this formula, charge and spin = 0.0 kcal per mole
HOMO-LUMO gap = 8.56 eV
E_HOMO = -9.11 eV
lowest unoccupied orbital energy = -0.545 eV
largest force on an atom = 0.48 eV Å⁻¹

=====

# 3
Entry from the OMol25 dataset: a structure of composition C25H18AsNO5S4Tc (ωB97M-V/def2-TZVPD).

Last column: Mulliken spin population.
Positions of all 55 atoms, in Å:
Tc: -0.665 -0.271 1.646  0.83
O: 0.259 5.266 -0.917  0.00
C: 0.104 4.061 -0.347  0.00
C: 0.993 3.565 0.612  0.00
C: 0.733 2.319 1.130  -0.01
N: -0.310 1.610 0.731  -0.02
C: -1.184 2.081 -0.145  -0.01
C: -1.021 3.318 -0.720  0.00
C: -2.338 1.123 -0.309  0.01
O: -3.226 1.285 -1.099  0.01
O: -2.257 0.126 0.564  0.01
C: 1.460 1.610 2.246  0.01
O: 2.498 1.974 2.713  0.02
O: 0.746 0.562 2.676  0.01
H: 1.117 5.639 -0.679  0.00
H: 1.854 4.125 0.952  0.00
H: -1.735 3.703 -1.434  0.00
S: -1.375 -2.098 2.702  0.03
S: -0.625 -3.807 1.767  0.01
S: 1.171 -3.085 1.146  0.00
S: 0.535 -1.385 0.126  0.10
C: -1.393 2.682 -6.571  0.00
C: -0.114 2.141 -6.635  0.00
C: 0.423 1.497 -5.532  0.00
C: -0.313 1.389 -4.355  0.00
C: -1.598 1.922 -4.300  0.00
C: -2.135 2.571 -5.406  0.00
As: 0.357 0.526 -2.741  0.00
C: 1.834 1.737 -2.309  0.00
C: 1.929 3.024 -2.826  0.00
C: 2.940 3.881 -2.403  0.00
C: 3.861 3.462 -1.454  0.00
C: 3.776 2.175 -0.934  0.00
C: 2.771 1.321 -1.360  0.00
C: 1.383 -0.943 -3.509  0.00
C: 2.678 -0.815 -4.000  0.00
C: 3.335 -1.914 -4.536  0.00
C: 2.703 -3.149 -4.583  0.00
C: 1.414 -3.285 -4.088  0.00
C: 0.760 -2.187 -3.547  0.00
H: -1.811 3.183 -7.435  0.00
H: 0.463 2.219 -7.548  0.00
H: 1.419 1.072 -5.589  0.00
H: -2.191 1.817 -3.397  0.00
H: -3.136 2.979 -5.357  0.00
H: 1.214 3.367 -3.565  0.00
H: 3.011 4.875 -2.829  0.00
H: 4.651 4.127 -1.129  0.00
H: 4.489 1.840 -0.191  0.00
H: 2.713 0.319 -0.948  0.01
H: 3.185 0.142 -3.958  0.00
H: 4.343 -1.806 -4.916  0.00
H: 3.218 -4.006 -4.999  0.00
H: 0.921 -4.248 -4.112  0.00
H: -0.241 -2.302 -3.145  0.00

Calculated values
2S+1 = 2
HOMO-LUMO gap (alpha / beta) = 6.52 / 6.82 eV
⟨S²⟩ = 0.757
E_HOMO (alpha / beta) = -8.04 / -8.26 eV
lowest unoccupied orbital energy (alpha / beta) = -1.524 / -1.438 eV
largest force on an atom = 0.10 eV Å⁻¹

=====

# 4
Entry from the OMol25 dataset: a structure of composition C18H19IN5O2PdS (ωB97M-V/def2-TZVPD).

Last column: natural (NBO) charge in e.
Positions of all 47 atoms, in Å:
Pd: 0.494 -1.470 -0.057  0.81
C: 0.321 0.208 4.210  -0.65
C: 0.673 1.173 3.121  0.16
N: 0.733 2.451 3.388  -0.36
C: 1.044 3.325 2.409  -0.01
C: 1.295 2.967 1.112  -0.02
C: 1.675 4.072 0.150  -0.09
O: 3.062 4.365 0.204  -0.71
C: 1.241 1.581 0.790  -0.25
C: 1.495 1.163 -0.555  0.21
N: 1.553 -0.031 -1.066  -0.52
C: 1.868 -0.129 -2.461  0.18
C: 2.652 0.826 -3.114  -0.23
C: 2.895 0.746 -4.472  -0.18
C: 2.384 -0.305 -5.222  -0.18
C: 1.654 -1.295 -4.590  -0.23
C: 1.424 -1.200 -3.227  -0.20
I: 0.421 -2.779 -2.306  0.38
C: 0.936 0.667 1.810  0.43
O: 0.925 -0.629 1.656  -0.69
H: 0.253 0.740 5.155  0.24
H: 1.064 -0.586 4.285  0.23
H: -0.639 -0.270 3.998  0.22
H: 1.060 4.370 2.701  0.20
H: 1.064 4.952 0.369  0.19
H: 1.489 3.819 -0.891  0.18
H: 3.287 4.660 1.093  0.48
H: 1.643 1.978 -1.250  0.20
H: 3.114 1.627 -2.553  0.23
H: 3.502 1.505 -4.944  0.24
H: 2.576 -0.371 -6.284  0.24
H: 1.277 -2.139 -5.151  0.24
C: -5.281 -1.611 -0.546  -0.59
C: -4.714 -1.363 0.854  -0.45
C: -3.359 -1.973 1.015  0.09
N: -2.277 -1.476 0.538  -0.25
N: -1.187 -2.265 0.788  -0.38
C: -1.445 -3.357 1.463  0.25
N: -0.502 -4.234 1.842  -0.78
S: -3.117 -3.497 1.841  0.41
H: -6.255 -1.135 -0.646  0.23
H: -5.404 -2.678 -0.737  0.21
H: -4.615 -1.199 -1.304  0.22
H: -5.385 -1.768 1.613  0.23
H: -4.619 -0.294 1.043  0.25
H: 0.460 -4.054 1.608  0.42
H: -0.735 -5.087 2.316  0.42

Calculated values
net charge = +1
2S+1 = 1
ΔE to the lowest compared entry with this formula, charge and spin = 20.4 kcal per mole
HOMO-LUMO gap = 6.91 eV
E_HOMO = -10.88 eV
lowest unoccupied orbital energy = -3.978 eV
largest force on an atom = 0.63 eV Å⁻¹

=====

> 2S+1 of number 4 (C18H19IN5O2PdS)?

1